1.
The following is a DFT calculation (wB97M-V/def2-TZVPD) of a molecular structure, C30H62BClI2NO9.

Geometry as ORCA input:
```
! RIJCOSX wB97M-V def2-TZVPD def2/J DEFGRID3
* xyz 1 1
C 5.31 3.97 -0.83
C 4.72 3.47 -2.29
C 3.05 3.66 -2.25
C 2.23 2.54 -3.10
C 3.05 2.32 -4.52
C 1.81 1.16 -2.33
C 2.24 -0.16 -3.21
C 1.92 -1.62 -2.48
C 3.30 -2.44 -2.05
C 3.22 -3.04 -0.49
O 3.21 -4.51 -0.47
O 0.41 1.28 -1.97
C -0.55 0.67 -2.87
Cl -0.57 1.25 -4.62
C -2.05 1.10 -2.25
I -2.36 3.15 -3.01
O -2.97 0.10 -2.77
C -4.37 0.27 -2.43
I -4.86 1.31 -0.59
C -5.31 0.89 -3.66
C -6.92 0.85 -3.34
C -7.69 2.29 -3.43
O -7.14 3.48 -3.66
O -9.17 2.26 -3.26
C -4.97 -1.29 -2.24
O -5.65 -1.37 -0.94
C -6.72 -2.39 -0.93
C -8.14 -1.86 -0.27
O -8.18 -0.41 -0.02
C -9.51 0.03 0.45
C -10.51 0.50 -0.80
B 2.59 0.93 -0.86
C 4.17 0.53 -0.68
O 1.80 1.06 0.41
H 4.48 4.20 -0.03
H 6.02 3.16 -0.32
H 5.89 5.01 -0.99
H 5.17 4.21 -3.09
H 5.04 2.38 -2.58
H 2.89 4.68 -2.84
H 2.65 3.89 -1.17
H 1.21 3.07 -3.41
H 3.40 3.39 -4.90
H 2.40 1.82 -5.37
H 4.04 1.69 -4.40
H 3.43 -0.13 -3.29
H 1.85 -0.18 -4.31
H 1.43 -2.28 -3.34
H 1.12 -1.56 -1.63
H 3.41 -3.42 -2.73
H 4.28 -1.83 -2.21
H 2.35 -2.53 0.11
H 4.24 -2.69 0.01
H 4.09 -4.78 -0.92
H -0.58 -0.50 -2.89
H -1.87 1.05 -1.07
H -5.06 0.21 -4.60
H -5.03 1.99 -3.95
H -7.21 0.36 -2.32
H -7.41 0.16 -4.18
H -9.40 3.23 -3.03
H -4.05 -2.05 -2.18
H -5.61 -1.61 -3.16
H -6.89 -2.91 -1.98
H -6.34 -3.26 -0.21
H -9.08 -2.14 -0.92
H -8.31 -2.38 0.78
H -10.07 -0.81 1.03
H -9.40 1.01 1.12
H -9.93 0.24 -1.79
H -10.84 1.62 -0.72
H -11.48 -0.17 -0.77
H 4.72 1.34 -0.01
H 4.78 0.42 -1.67
H 4.31 -0.50 -0.10
H 1.47 0.10 0.55
C 4.39 -2.67 6.65
C 4.75 -1.76 5.49
N 3.84 -1.91 4.25
C 3.93 -3.38 3.77
C 4.41 -1.08 3.07
C 4.43 0.43 3.26
C 2.34 -1.63 4.53
C 1.98 -0.29 5.21
O 2.56 -0.19 6.50
C 2.72 1.16 6.92
H 4.55 -3.72 6.41
H 5.03 -2.44 7.51
H 3.35 -2.55 6.98
H 5.78 -1.99 5.16
H 4.75 -0.71 5.80
H 4.98 -3.64 3.63
H 3.38 -3.46 2.83
H 3.47 -4.03 4.52
H 3.82 -1.33 2.18
H 5.44 -1.43 2.91
H 3.46 0.87 2.99
H 5.15 0.87 2.56
H 4.71 0.75 4.26
H 1.99 -2.45 5.17
H 1.83 -1.71 3.57
H 0.89 -0.25 5.33
H 2.25 0.56 4.58
H 1.96 1.83 6.49
H 3.72 1.50 6.64
H 2.63 1.20 8.01
*
```

E in eV: -81414.52014
Gap between HOMO and LUMO in eV: 7.4
Highest occupied orbital energy in eV: -9.8

Atom charges from the Mulliken analysis, given in e for atoms 1 to 99: -1.03 -0.01 -1.23 0.36 -1.16 0.80 -1.06 -0.73 -0.35 -0.10 -0.58 -0.25 0.09 -0.10 -0.46 0.07 -0.21 -0.42 0.08 -0.50 0.21 0.43 -0.59 -0.43 -0.33 -0.18 -0.47 -0.39 -0.22 -0.38 -0.62 0.20 0.10 -0.80 0.25 0.21 0.28 0.46 0.08 0.42 0.34 0.19 0.34 0.25 0.19 0.27 0.53 0.35 0.25 0.42 0.32 0.08 0.07 0.35 0.20 0.53 0.29 0.19 -0.28 0.31 0.35 0.27 0.32 0.26 0.25 0.29 0.29 0.30 0.24 0.10 0.24 0.26 -0.20 0.31 -0.15 0.22 -1.31 -0.36 0.18 -1.05 0.03 -1.24 -0.71 -0.44 -0.30 -0.76 0.37 0.42 0.29 0.54 0.28 0.39 0.39 0.45 -0.05 0.41 0.29 0.37 0.27

2.
The following is a DFT calculation (wB97M-V/def2-TZVPD) of 9 unconnected molecules or ions with the total composition C30H62IN12O18.

Geometry as ORCA input:
```
! RIJCOSX wB97M-V def2-TZVPD def2/J DEFGRID3
* xyz 1 1
C -5.22 -6.43 6.73
C -4.19 -6.58 5.46
C -5.06 -6.67 4.08
C -3.98 -6.72 2.83
C -3.77 -5.15 2.34
C -2.27 -4.96 1.71
C -1.11 -4.54 2.80
C -1.31 -3.03 3.45
C -1.43 -1.93 2.24
C -1.53 -0.35 2.80
C -0.64 0.70 1.90
C -1.14 0.92 0.31
C -2.42 0.16 -0.37
C -3.79 1.00 -0.01
N -5.06 0.27 -0.39
C -6.00 1.19 -1.15
C -6.46 2.52 -0.29
C -5.73 -0.41 0.79
C -7.34 -0.85 0.72
O -5.10 -0.74 1.95
C -0.17 2.01 -0.47
O -0.47 2.37 -1.88
C 1.11 2.69 0.27
I 2.35 4.12 -0.87
N 1.38 2.35 1.68
N 0.56 1.49 2.31
C 0.94 1.26 3.80
C -0.18 2.14 4.67
N 0.10 2.82 5.83
H -5.88 -7.38 6.93
H -5.95 -5.54 6.52
H -4.66 -6.19 7.74
H -3.62 -7.62 5.56
H -3.42 -5.68 5.39
H -5.84 -7.56 4.05
H -5.64 -5.65 3.97
H -2.93 -7.10 3.27
H -4.33 -7.43 1.96
H -3.87 -4.49 3.31
H -4.64 -4.86 1.58
H -1.94 -5.99 1.20
H -2.30 -4.17 0.82
H -1.18 -5.34 3.68
H -0.07 -4.64 2.22
H -0.32 -2.82 4.08
H -2.26 -3.08 4.13
H -0.59 -2.04 1.44
H -2.45 -2.17 1.67
H -1.36 -0.28 3.95
H -2.67 -0.05 2.62
H -2.48 -0.99 -0.16
H -2.27 0.26 -1.56
H -3.75 1.98 -0.68
H -3.77 1.36 1.12
H -5.38 1.57 -2.10
H -6.95 0.64 -1.60
H -7.61 2.74 -0.34
H -5.86 3.44 -0.76
H -6.08 2.44 0.83
H -7.63 -1.38 1.73
H -7.95 0.13 0.55
H -7.39 -1.60 -0.21
H -0.59 3.36 -1.99
H 1.98 1.79 4.05
H 0.94 0.13 4.10
H -1.29 2.14 4.24
H 1.13 2.69 6.05
C 3.73 1.38 -3.53
N 4.99 1.42 -4.32
O 5.71 2.42 -4.20
O 5.22 0.44 -5.05
H 3.66 2.30 -2.94
H 2.90 1.31 -4.23
H 3.78 0.51 -2.88
C 8.55 0.95 -3.61
N 9.74 0.48 -2.84
O 10.62 1.32 -2.60
O 9.75 -0.70 -2.50
H 8.67 2.01 -3.85
H 8.50 0.35 -4.53
H 7.67 0.79 -2.99
C -9.75 3.24 3.10
N -9.53 2.57 1.79
O -9.54 3.28 0.78
O -9.34 1.34 1.82
H -9.90 4.31 2.92
H -10.65 2.80 3.55
H -8.87 3.07 3.71
C 4.36 6.45 1.65
N 4.85 7.34 2.74
O 5.73 6.89 3.48
O 4.33 8.46 2.82
H 4.90 5.50 1.70
H 3.29 6.30 1.80
H 4.56 6.96 0.70
C 10.68 -2.35 -5.73
N 10.14 -1.16 -6.44
O 10.11 -1.19 -7.67
O 9.76 -0.22 -5.73
H 10.97 -3.10 -6.48
H 11.54 -2.03 -5.15
H 9.89 -2.74 -5.09
C 8.79 4.09 -6.91
N 9.31 4.74 -5.67
O 9.56 5.95 -5.73
O 9.44 4.02 -4.68
H 8.73 4.84 -7.70
H 9.50 3.30 -7.18
H 7.81 3.68 -6.68
C 7.66 -3.31 -0.99
N 7.72 -4.64 -1.66
O 8.20 -5.57 -1.01
O 7.29 -4.70 -2.82
H 8.07 -3.40 0.02
H 8.25 -2.61 -1.59
H 6.61 -3.01 -0.95
C -7.23 3.28 -4.65
N -6.75 4.16 -3.56
O -5.86 3.71 -2.82
O -7.26 5.28 -3.48
H -6.69 2.33 -4.60
H -8.30 3.12 -4.50
H -7.04 3.78 -5.60
*
```

E in eV: -94907.60014
Gap between HOMO and LUMO in eV: 7.3
Highest occupied orbital energy in eV: -12.0
Relative energy (zero: lowest compared OMol25 entry of this formula, charge and spin) in eV: 8.634

Atom charges from the Mulliken analysis, given in e for atoms 1 to 99: -1.01 -0.13 -0.62 -0.49 -0.31 -0.67 -0.60 -0.62 -0.29 -0.34 0.38 0.16 -0.47 -0.53 0.26 -0.77 -0.65 0.45 -0.78 -0.57 0.31 -0.48 -0.22 0.16 -1.17 1.00 -0.51 0.11 -0.59 0.27 0.26 0.30 0.25 0.05 0.35 0.26 0.24 0.31 0.13 0.21 0.38 0.23 0.26 0.30 0.25 0.30 0.38 -0.11 0.50 0.17 0.09 0.34 0.36 0.22 0.49 0.27 0.10 0.31 0.28 0.26 0.21 0.29 0.34 0.40 0.30 0.26 0.27 -0.56 0.88 -0.50 -0.51 0.05 0.31 0.31 -0.60 1.02 -0.56 -0.60 0.21 0.39 0.25 -0.75 0.85 -0.52 -0.50 0.31 0.29 0.29 -0.76 0.83 -0.49 -0.49 0.33 0.28 0.30 -0.71 0.81 -0.50 -0.55

3.
The following is a DFT calculation (wB97M-V/def2-TZVPD) of a molecular structure, C30H62MgO18S8.

Geometry as ORCA input:
```
! RIJCOSX wB97M-V def2-TZVPD def2/J DEFGRID3
* xyz 0 1
Mg -5.65 -23.40 -11.09
C -9.05 -27.74 -10.35
C -9.08 -27.99 -8.97
C -8.44 -26.97 -8.04
O -8.37 -27.20 -6.89
C -7.87 -25.81 -8.64
C -7.84 -25.61 -10.02
C -8.54 -26.58 -10.94
O -8.63 -26.32 -12.14
O -7.10 -24.73 -10.47
O -9.68 -28.89 -8.46
H -9.56 -28.49 -10.93
H -7.34 -25.17 -7.94
C -12.82 -30.57 -8.93
C -12.31 -30.44 -10.36
C -11.75 -31.76 -10.91
O -12.38 -31.98 -12.12
C -13.24 -30.99 -12.37
O -13.82 -30.80 -13.36
O -13.40 -30.22 -11.26
H -13.30 -31.55 -8.83
H -13.62 -29.90 -8.59
H -12.00 -30.53 -8.21
H -11.56 -29.66 -10.45
H -11.95 -32.56 -10.18
H -10.66 -31.73 -10.96
C -8.42 -28.43 -15.64
C -8.56 -29.58 -14.70
C -9.34 -29.25 -13.41
O -10.57 -30.06 -13.54
C -10.48 -30.85 -14.61
O -11.30 -31.62 -14.94
O -9.27 -30.66 -15.28
H -7.69 -28.61 -16.42
H -8.28 -27.51 -15.07
H -9.39 -28.18 -16.11
H -7.55 -29.83 -14.39
H -9.62 -28.20 -13.31
H -8.76 -29.48 -12.52
C -8.19 -22.03 -8.61
S -6.46 -21.63 -8.40
O -5.75 -22.21 -9.57
C -6.16 -22.71 -7.01
H -8.59 -21.46 -9.45
H -8.67 -21.54 -7.75
H -8.40 -23.09 -8.67
H -6.20 -23.74 -7.34
H -6.89 -22.51 -6.22
H -5.24 -22.38 -6.52
C -6.53 -25.00 -14.84
S -4.91 -24.93 -14.08
O -5.22 -24.66 -12.62
C -4.56 -26.70 -14.15
H -6.48 -24.80 -15.92
H -7.17 -24.25 -14.36
H -7.01 -25.94 -14.58
H -5.42 -27.23 -13.77
H -3.62 -26.87 -13.65
H -4.44 -26.86 -15.23
C -12.76 -27.43 -6.70
S -13.86 -26.97 -8.06
O -14.16 -25.52 -7.88
C -12.70 -26.95 -9.41
H -11.89 -28.01 -7.00
H -13.33 -28.10 -6.05
H -12.52 -26.51 -6.19
H -13.25 -26.48 -10.22
H -12.51 -27.96 -9.75
H -11.77 -26.46 -9.15
C -9.25 -21.70 -13.10
S -7.56 -21.18 -12.79
O -6.97 -22.39 -12.13
C -6.99 -21.24 -14.49
H -9.26 -22.78 -13.18
H -9.62 -21.28 -14.04
H -9.87 -21.41 -12.26
H -7.64 -20.63 -15.12
H -6.98 -22.28 -14.80
H -5.98 -20.86 -14.53
C -5.55 -31.57 -5.63
S -7.21 -32.01 -6.20
O -8.09 -32.31 -5.05
C -7.71 -30.49 -6.96
H -5.68 -30.74 -4.94
H -4.84 -31.41 -6.42
H -5.25 -32.43 -5.03
H -8.56 -30.67 -7.61
H -6.95 -30.24 -7.73
H -7.75 -29.62 -6.31
C -9.86 -24.18 -15.68
S -11.54 -23.56 -15.95
O -11.48 -22.12 -15.56
C -12.24 -24.45 -14.55
H -9.16 -23.66 -16.34
H -9.83 -25.22 -15.99
H -9.52 -23.96 -14.67
H -12.10 -25.52 -14.68
H -13.30 -24.21 -14.67
H -11.90 -24.09 -13.58
C -11.08 -31.00 -3.11
S -12.09 -30.59 -4.55
O -13.05 -29.54 -4.12
C -10.76 -29.72 -5.38
H -11.73 -31.46 -2.38
H -10.70 -30.03 -2.78
H -10.17 -31.57 -3.32
H -9.90 -30.39 -5.30
H -10.55 -28.82 -4.79
H -10.93 -29.44 -6.41
C -2.41 -26.14 -10.72
S -3.62 -25.50 -9.54
O -4.28 -24.39 -10.26
C -4.82 -26.79 -9.68
H -2.21 -25.39 -11.48
H -2.70 -27.13 -11.06
H -1.48 -26.35 -10.18
H -5.09 -26.98 -10.72
H -5.69 -26.64 -9.04
H -4.37 -27.77 -9.42
*
```

E in eV: -161092.87391
Gap between HOMO and LUMO in eV: 6.1
Highest occupied orbital energy in eV: -6.8

Atom charges from the Mulliken analysis, given in e for atoms 1 to 99: 2.34 -0.43 0.57 1.04 -0.73 -0.84 -0.66 0.65 -0.63 -1.52 -0.42 -0.45 0.15 -1.74 2.02 -0.26 -0.35 0.47 -0.51 -0.42 0.51 0.34 0.23 -1.03 0.45 0.22 -0.92 0.65 -0.04 -0.19 0.39 -0.46 -0.41 0.43 -0.20 0.37 0.23 0.07 0.19 -0.53 0.36 -0.62 -0.76 0.20 0.50 -0.07 0.07 0.45 0.38 1.22 0.21 -0.38 -0.84 0.70 -0.92 -0.98 0.11 0.33 0.48 -0.05 0.46 -0.70 -0.25 -0.62 0.35 0.43 0.48 -0.11 -0.01 -0.63 0.28 0.64 -0.68 -0.15 0.45 0.42 0.46 0.01 0.36 -1.02 0.43 -0.60 -0.90 0.31 0.34 0.36 0.09 0.49 0.37 -0.11 0.41 -0.60 -0.90 0.40 0.37 -0.53 0.36 0.39 0.25

4.
The following is a DFT calculation (wB97M-V/def2-TZVPD) of 9 unconnected molecules or ions with the total composition C30H62N2O41PS9.

Geometry as ORCA input:
```
! RIJCOSX wB97M-V def2-TZVPD def2/J DEFGRID3
* xyz -1 1
C -0.65 -7.09 0.25
C -1.73 -6.76 -0.91
C -3.28 -6.61 -0.35
N -3.83 -5.21 -0.46
C -4.42 -4.90 -1.80
N -4.14 -5.90 -2.88
C -3.87 -3.39 -2.20
C -2.27 -3.24 -1.94
C -1.68 -1.75 -2.35
P 0.21 -1.85 -1.93
O 0.53 -3.32 -1.42
O 1.04 -1.43 -3.38
C 2.41 -1.97 -3.41
C 3.44 -1.05 -2.51
O 0.53 -0.81 -0.58
C 0.21 -1.53 0.68
C -0.22 -0.41 1.82
C -6.07 -4.73 -1.72
O -6.62 -3.85 -0.89
O -6.99 -5.49 -2.55
H -1.13 -7.38 1.26
H 0.13 -6.22 0.43
H 0.01 -7.99 -0.16
H -1.77 -7.63 -1.70
H -1.36 -5.82 -1.49
H -4.00 -7.44 -0.76
H -3.20 -6.83 0.81
H -4.45 -4.96 0.33
H -4.72 -5.75 -3.74
H -3.15 -5.76 -3.20
H -4.39 -2.61 -1.49
H -4.14 -3.17 -3.33
H -2.00 -3.37 -0.80
H -1.71 -4.00 -2.62
H -1.83 -1.59 -3.48
H -2.24 -0.96 -1.69
H 2.50 -3.08 -3.08
H 2.76 -1.95 -4.53
H 2.96 -0.74 -1.51
H 4.40 -1.68 -2.32
H 3.66 -0.09 -3.14
H 1.09 -2.21 1.01
H -0.72 -2.23 0.56
H 0.49 0.52 1.80
H -0.12 -0.86 2.89
H -1.33 -0.07 1.59
C 4.42 -1.76 4.15
C 4.04 -2.07 2.70
O 2.80 -1.41 2.49
S 2.75 -0.06 3.40
O 3.11 1.05 2.57
O 1.54 -0.09 4.19
O 4.01 -0.41 4.37
H 3.86 -2.41 4.85
H 5.49 -1.87 4.33
H 3.95 -3.14 2.51
H 4.77 -1.64 2.01
C 1.25 3.09 -4.93
C 0.71 2.56 -6.26
O 1.51 1.41 -6.54
S 1.95 0.70 -5.14
O 1.04 -0.38 -4.88
O 3.38 0.55 -5.14
O 1.56 1.94 -4.15
H 2.17 3.66 -5.08
H 0.51 3.71 -4.41
H 0.78 3.29 -7.06
H -0.33 2.23 -6.16
C 2.11 4.92 -0.49
C 1.59 5.30 0.89
O 1.82 4.15 1.70
S 3.16 3.38 1.18
O 4.26 3.79 2.01
O 2.83 2.00 0.94
O 3.29 4.14 -0.26
H 1.39 4.29 -1.03
H 2.35 5.79 -1.10
H 0.53 5.56 0.88
H 2.17 6.13 1.31
C -2.73 -3.30 6.13
C -2.07 -2.02 5.63
O -0.94 -2.45 4.87
S -1.29 -3.88 4.17
O -1.71 -3.63 2.82
O -0.25 -4.81 4.51
O -2.61 -4.24 5.06
H -2.19 -3.71 6.99
H -3.78 -3.16 6.39
H -1.76 -1.37 6.45
H -2.74 -1.47 4.96
C -2.91 8.47 1.93
C -2.26 9.75 1.42
O -1.13 9.32 0.66
S -1.47 7.89 -0.03
O -1.89 8.13 -1.38
O -0.43 6.96 0.31
O -2.79 7.53 0.85
H -2.37 8.06 2.79
H -3.96 8.61 2.19
H -1.95 10.41 2.24
H -2.93 10.29 0.75
C -3.25 -5.36 11.46
C -2.58 -5.75 10.15
O -3.65 -5.86 9.21
S -4.82 -4.80 9.60
O -4.65 -3.62 8.79
O -6.07 -5.50 9.70
O -4.30 -4.46 11.11
H -3.70 -6.23 11.95
H -2.55 -4.88 12.15
H -2.03 -6.69 10.22
H -1.91 -4.96 9.80
C 3.00 0.43 9.23
C 3.65 1.71 8.73
O 4.78 1.28 7.97
S 4.43 -0.15 7.27
O 4.01 0.10 5.91
O 5.48 -1.08 7.61
O 3.11 -0.50 8.16
H 3.53 0.03 10.10
H 1.95 0.58 9.50
H 3.96 2.37 9.55
H 2.98 2.26 8.06
C 3.56 2.53 -11.35
C 4.59 1.95 -10.38
O 4.28 2.53 -9.12
S 2.67 2.77 -9.03
O 2.08 1.67 -8.32
O 2.44 4.15 -8.67
O 2.34 2.59 -10.61
H 3.83 3.54 -11.65
H 3.44 1.91 -12.24
H 5.61 2.19 -10.67
H 4.48 0.86 -10.30
C -1.78 6.47 -9.23
C -0.31 6.35 -8.88
O -0.22 6.69 -7.50
S -1.60 6.23 -6.75
O -1.36 4.96 -6.12
O -2.13 7.37 -6.05
O -2.49 5.98 -8.09
H -2.07 7.51 -9.38
H -2.05 5.89 -10.12
H 0.32 7.01 -9.48
H 0.04 5.31 -8.99
*
```

E in eV: -225827.63470
Gap between HOMO and LUMO in eV: 4.7
Highest occupied orbital energy in eV: -3.5

Atom charges from the Mulliken analysis, given in e for atoms 1 to 99: -0.92 0.39 -0.63 -0.15 0.23 -0.54 -1.01 -0.06 -0.58 0.09 -0.73 0.27 -0.48 -0.40 0.08 0.76 -0.68 0.17 -0.70 -0.77 0.25 0.17 0.24 0.34 -0.28 0.17 0.34 0.31 0.37 0.30 0.34 0.21 0.08 0.06 0.36 0.33 0.42 0.28 -0.01 0.33 0.19 0.00 -0.36 0.06 -0.03 0.38 -0.51 -0.55 -0.01 0.72 -0.55 -0.58 -0.01 0.34 0.35 0.34 0.32 -0.47 0.05 -0.17 0.94 -0.42 -0.63 -0.17 0.32 0.37 -0.21 0.30 -0.39 -0.19 -0.29 1.09 -0.66 -0.12 -0.34 0.27 0.35 0.33 0.18 -0.23 -0.35 -0.21 1.04 -0.41 -0.65 -0.29 0.11 0.30 0.32 0.29 -0.30 -0.33 -0.32 0.99 -0.55 -0.45 -0.32 0.27 0.31

What is the gap between HOMO and LUMO in the second record?
7.3 eV

Which value of gap between HOMO and LUMO does entry 2 give?
7.3 eV